[1]
Here is a single C6H13NO molecule in a non-equilibrium geometry from the Open Molecules 2025 dataset. Energies are from ωB97M-V/def2-TZVPD.

2S+1: 1
Strongest force on any atom, hartree/bohr: 0.02338
Energy relative to the best compared isomer or geometry (same formula, charge and spin), kJ/mol: 188.26
HOMO energy, eV: -9.4
SMILES: C=CC[C@H](C)NCO

XYZ file:
```
21
Properties=species:S:1:pos:R:3:forces:R:3
C -0.928471 2.456169 -0.420697 -0.304 0.679 -0.374
C -1.341822 1.587329 0.480686 0.166 -0.551 0.586
C -1.639555 0.133916 0.199752 0.131 0.278 -0.655
C -0.452372 -0.708116 -0.257028 -0.070 -0.482 0.129
C -0.919852 -2.138560 -0.500167 -0.185 -0.622 1.012
N 0.607052 -0.678976 0.777253 0.130 -0.117 -0.856
C 1.726810 0.163963 0.448641 0.566 -0.125 0.243
O 2.594200 -0.362826 -0.577629 -0.323 -0.246 -0.017
H -0.707058 2.194158 -1.450170 -0.181 -0.182 -0.015
H -0.900257 3.522198 -0.213898 0.391 -0.158 0.212
H -1.443284 1.886091 1.521720 -0.238 0.231 -0.183
H -2.379465 0.110639 -0.601139 -0.147 -0.067 -0.070
H -2.096332 -0.355476 1.056882 0.078 0.027 0.195
H -0.058882 -0.387194 -1.229993 -0.074 0.537 0.145
H -1.937333 -2.183833 -0.889247 0.230 0.095 -0.562
H -0.209561 -2.725819 -1.085549 -0.182 0.122 -0.274
H -1.024766 -2.688725 0.447919 0.187 0.272 0.069
H 0.979674 -1.621296 0.860877 -0.075 0.045 0.369
H 1.423311 1.161934 0.148322 -0.350 -0.031 -0.017
H 2.344705 0.258791 1.341701 0.087 0.008 0.012
H 2.127481 -1.090456 -1.013192 0.162 0.288 0.050
```
Forces are in eV/Å.

Löwdin atomic charge list, values in e, 5 entries: -0.02, -0.18, -0.18, -0.42, -0.07

[2]
Here is 2 unconnected molecules or ions with the total composition C6H13NO in a non-equilibrium geometry from the Open Molecules 2025 dataset. Energies are from ωB97M-V/def2-TZVPD.

2S+1: 1
Strongest force on any atom, hartree/bohr: 0.10624
Energy relative to the best compared isomer or geometry (same formula, charge and spin), kJ/mol: 299.84
HOMO energy, eV: -7.5
SMILES: C/C=C/C/C=C/N.O

XYZ file:
```
21
Properties=species:S:1:pos:R:3:forces:R:3
C 0.411187 -0.405310 3.131563 2.215 -0.815 -0.766
C 0.259012 0.267739 1.802591 -0.329 -2.637 -1.979
C 0.186251 -0.502095 0.664228 0.619 5.428 -0.018
C 0.184682 0.284285 -0.709873 -1.593 -0.992 2.468
C -1.176713 0.716072 -1.128591 -0.157 -2.629 -1.566
C -2.033908 -0.016076 -1.893540 0.406 3.050 1.862
N -3.286890 0.489842 -2.220462 0.097 -1.362 -1.592
H -0.512542 -0.951650 3.358366 0.541 0.264 0.768
H 1.350473 -1.080782 3.083180 -1.842 0.315 -0.122
H 0.835984 0.324914 3.797837 -0.913 0.324 1.090
H 0.160604 1.353630 1.801298 0.106 -0.229 -0.396
H 0.295829 -1.530135 0.589006 0.039 -1.865 0.416
H 0.859864 1.077984 -0.590695 0.599 1.558 0.318
H 0.626646 -0.244108 -1.470853 0.977 -1.932 -1.713
H -1.464682 1.644107 -0.776232 -0.924 1.794 0.616
H -1.833051 -0.960324 -2.308991 0.530 -1.037 -0.435
H -3.869642 -0.117103 -2.761363 -0.128 -0.138 -0.082
H -3.818955 1.088838 -1.661140 -0.227 0.910 1.133
O 4.084006 -0.743859 -0.648700 -0.286 -0.599 0.231
H 4.429554 -0.857312 -1.521252 0.213 -0.765 -1.025
H 4.312293 0.161333 -0.536367 0.056 1.357 0.791
```
Forces are in eV/Å.

Löwdin atomic charge list, values in e, 5 entries: -0.13, -0.18, -0.06, -0.21, -0.12

[3]
Here is a molecular structure, C6H13NO in a non-equilibrium geometry from the Open Molecules 2025 dataset. Energies are from ωB97M-V/def2-TZVPD.

2S+1: 1
Strongest force on any atom, hartree/bohr: 0.12517
Energy relative to the best compared isomer or geometry (same formula, charge and spin), kJ/mol: 443.00
HOMO energy, eV: -7.6

XYZ file:
```
21
Properties=species:S:1:pos:R:3:forces:R:3
C 0.100849 0.590198 -0.111032 -5.064 1.509 0.504
C -1.832302 0.500204 0.333487 2.546 1.120 -0.904
C 0.581572 1.952034 0.357847 0.197 -0.330 0.045
C -2.454008 -0.809117 -0.052913 -0.075 -0.057 -0.012
N 0.295740 0.359046 -1.472717 0.819 -0.375 0.146
C 2.025243 -0.887576 0.625146 -1.935 0.138 0.993
C 2.521630 -2.022722 0.153843 -1.477 0.293 -0.189
O 0.308367 -0.435286 0.705973 5.779 -2.832 -0.112
H 0.191842 1.135738 -2.109647 -0.140 -0.417 0.089
H 0.066874 -0.580380 -1.770559 -0.161 0.438 -0.262
H -2.170052 1.351788 -0.257672 -0.323 -0.034 0.028
H -1.916484 0.720302 1.395505 0.124 0.024 0.010
H 2.612334 -0.225588 1.254890 -0.500 0.150 0.020
H 0.269188 2.116137 1.390462 -0.120 0.014 -0.162
H 1.675961 1.969641 0.351771 0.026 0.055 -0.143
H 0.218345 2.762538 -0.279115 -0.018 -0.107 0.083
H -3.549771 -0.759598 0.018466 0.170 0.007 -0.013
H -2.223819 -1.068937 -1.090362 0.041 -0.073 0.025
H -2.123583 -1.615542 0.606808 0.050 0.048 -0.155
H 3.493240 -2.416738 0.458196 -0.088 0.534 -0.314
H 1.908836 -2.636141 -0.508376 0.149 -0.105 0.323
```
Forces are in eV/Å.

Löwdin atomic charge list, values in e, 5 entries: -0.65, -0.13, -0.03, -0.16, 0.12

[4]
Here is 3 unconnected molecules or ions with the total composition C6H13NO2 in a non-equilibrium geometry from the Open Molecules 2025 dataset. Energies are from ωB97M-V/def2-TZVPD.

2S+1: 1
Strongest force on any atom, hartree/bohr: 0.10833
Energy relative to the best compared isomer or geometry (same formula, charge and spin), kJ/mol: 379.82
HOMO energy, eV: -7.3

XYZ file:
```
22
Properties=species:S:1:pos:R:3:forces:R:3
C -0.126988 0.127095 0.518821 -1.388 4.160 1.181
C -0.488987 2.145346 0.630548 -0.586 -2.348 1.237
C 0.547183 0.435296 -0.688316 2.457 -4.630 -1.886
C -1.486839 -0.520088 0.437798 0.113 0.235 0.020
C 0.685079 -0.275224 1.719298 -0.085 -0.038 -0.087
C 1.307709 -1.490465 -1.065390 0.548 0.837 -0.089
N 0.805023 -2.135135 -2.158391 -0.313 0.437 -0.047
O -1.622314 2.502816 -0.098249 0.256 -0.035 -0.202
O 2.164647 -2.042421 -0.386522 -0.941 1.133 -0.312
H -1.363614 2.720697 -1.003073 -0.056 -0.063 0.205
H 0.098140 -1.696771 -2.724444 0.163 -0.105 -0.004
H 1.224596 -3.009487 -2.463233 -0.187 0.262 0.214
H -0.726559 2.148040 1.692110 -0.194 0.282 0.007
H 0.370784 2.792354 0.446497 0.214 -0.449 -0.249
H -0.052774 0.627494 -1.572630 0.006 0.188 0.077
H 1.501326 0.949459 -0.625478 -0.152 0.003 -0.026
H -1.385192 -1.604733 0.521862 0.029 -0.049 -0.033
H 1.625475 0.276039 1.777429 -0.048 -0.053 0.043
H -2.116658 -0.174430 1.263069 0.032 -0.103 -0.061
H -1.998482 -0.292040 -0.497933 0.023 0.034 0.043
H 0.923181 -1.342548 1.633577 0.077 0.194 0.026
H 0.115265 -0.141293 2.642650 0.029 0.107 -0.055
```
Forces are in eV/Å.

Löwdin atomic charge list, values in e, 5 entries: -0.50, -0.13, -0.04, -0.05, -0.06

[5]
Here is a single C6H13NO2 molecule in a non-equilibrium geometry from the Open Molecules 2025 dataset. Energies are from ωB97M-V/def2-TZVPD.

2S+1: 1
Strongest force on any atom, hartree/bohr: 0.07385
Energy relative to the best compared isomer or geometry (same formula, charge and spin), kJ/mol: 133.41
HOMO energy, eV: -9.3
SMILES: CC(C)(C=O)[C@@](C)(N)O

XYZ file:
```
22
Properties=species:S:1:pos:R:3:forces:R:3
C -0.282736 1.700849 0.395436 0.642 -0.052 0.009
C 0.091285 0.470963 -0.437416 0.048 -0.615 0.018
C -0.521377 0.578988 -1.846401 0.291 -0.075 0.114
C 1.598568 0.408008 -0.577669 0.290 0.403 -1.912
O 2.265063 -0.544985 -0.941229 -0.404 0.535 0.657
C -0.301272 -0.856211 0.246336 2.687 0.742 2.578
C 0.621956 -0.872175 1.701656 -2.542 -0.828 -1.190
N -1.679608 -0.890740 0.535371 -1.076 -0.018 0.471
O 0.061442 -1.969776 -0.494756 0.265 -0.464 -0.560
H 0.363011 1.812769 1.274993 -0.163 -0.097 -0.085
H -1.311102 1.656967 0.719447 -0.285 -0.102 0.027
H -0.143997 2.598545 -0.204278 -0.028 0.111 -0.094
H -1.572930 0.851415 -1.775173 -0.026 0.027 0.067
H -0.000130 1.341633 -2.422142 -0.050 0.163 -0.099
H -0.432443 -0.362731 -2.383313 0.015 -0.055 0.008
H 2.064787 1.408350 -0.548345 0.367 0.040 0.372
H 0.554767 -1.921471 1.988163 -0.023 -0.031 0.174
H 0.057769 -0.281970 2.421491 0.178 0.089 0.173
H 1.677718 -0.615867 1.732591 -0.093 0.333 -0.617
H -2.193850 -1.460568 -0.124003 0.168 -0.015 -0.050
H -1.926454 -1.181331 1.472374 0.245 -0.093 -0.082
H 1.009532 -1.870663 -0.733133 -0.508 0.000 0.020
```
Forces are in eV/Å.

Löwdin atomic charge list, values in e, 5 entries: -0.04, -0.48, -0.01, -0.19, 0.06

Which value of HOMO energy does entry 3 give?
-7.6 eV